Record 1
The following is a DFT calculation (ωB97M-V/def2-TZVPD) of an isolated molecule of C3H7BrN2O at a distorted geometry.

The relative energy (zero: lowest compared OMol25 entry of this formula, charge and spin) is 28.8 kJ/mol. The value obtained for the calculated total energy is -78293.4666 eV. As for the LUMO energy: -0.2 eV. Its multiplicity is 1. The calculation puts the HOMO energy at -9.3 eV. Its molar mass is 167.01 g/mol. As for the charge: 0.

Atoms and positions in Å:
C1 1.0205 1.5146 -0.4232
C2 0.6207 0.7407 0.8205
N1 -0.5100 -0.0586 0.3539
Br1 -2.0198 1.0288 -0.0632
C3 -0.2732 -1.3916 0.1087
N2 -1.2134 -2.0717 -0.5933
O1 0.8003 -1.8635 0.4922
H1 0.7234 2.6259 -0.2914
H2 2.0523 1.4670 -0.5458
H3 0.4127 0.9770 -1.3288
H4 1.3787 0.1312 1.1926
H5 0.1762 1.5329 1.6000
H6 -2.1028 -1.5879 -0.7465
H7 -1.0655 -3.0447 -0.5756

Mulliken population analysis, charges in e, atoms 1 to 5: -0.82 -0.40 -0.28 -0.02 0.71

***

Record 2
The following is a DFT calculation (ωB97M-V/def2-TZVPD) of a cluster of 9 separate species, H18O9 in total at a distorted geometry.

The relative energy (zero: lowest compared OMol25 entry of this formula, charge and spin) is 299.5 kJ/mol. The value obtained for the calculated total energy is -18719.0310 eV. As for the LUMO energy: -0.8 eV. Its multiplicity is 1. The calculation puts the HOMO energy at -9.8 eV. Its molar mass is 162.14 g/mol. As for the charge: 0.

Atoms and positions in Å:
O1 0.3343 -2.0272 -1.0680
H1 0.4172 -2.9885 -1.1162
H2 1.0663 -1.6949 -1.5965
O2 -2.6401 -1.9491 -0.9797
H3 -3.1463 -2.6735 -1.3619
H4 -1.7264 -2.1299 -1.2215
O3 2.1845 2.4000 0.5581
H5 2.7200 1.7271 0.9828
H6 2.2639 2.2266 -0.3956
O4 -3.1542 1.8831 0.9074
H7 -3.5714 2.4681 1.5482
H8 -2.6668 1.2438 1.4358
O5 -2.3158 -1.2572 2.1107
H9 -1.5862 -1.2438 1.4764
H10 -2.0718 -0.6012 2.7699
O6 -1.1952 1.3781 -1.2258
H11 -0.9876 0.9043 -2.0362
H12 -0.6746 0.9146 -0.5249
O7 -0.0315 -0.0697 0.7341
H13 0.0833 -0.7698 0.0429
H14 0.7209 -0.2019 1.3340
O8 2.7546 -0.4550 1.6049
H15 3.2694 0.1325 2.1705
H16 3.3750 -0.7464 0.9282
O9 2.1789 1.4187 -2.0532
H17 1.8675 0.5150 -2.0914
H18 2.5319 1.5959 -2.9329

Mulliken population analysis, charges in e, atoms 1 to 5: -0.63 0.30 0.23 -0.55 0.29

***

Record 3
The following is a DFT calculation (ωB97M-V/def2-TZVPD) of a cluster of 2 separate species, C3H4O2S2 in total at a distorted geometry.

The relative energy (zero: lowest compared OMol25 entry of this formula, charge and spin) is 621.0 kJ/mol. The value obtained for the calculated total energy is -28934.6170 eV. As for the LUMO energy (spin up / spin down): -3.0 / -3.0 eV. Its multiplicity is 1. The calculation puts the HOMO energy (spin up / spin down) at -8.9 / -9.0 eV. Its molar mass is 136.20 g/mol. As for the charge: 0.

Atoms and positions in Å:
C1 -2.2827 -0.6302 -0.2353
C2 -1.3432 0.3456 -0.4887
C3 2.1465 -0.3787 0.7498
O1 -2.2066 -1.7911 -0.2565
O2 0.0743 2.3791 -1.1104
S1 -1.2853 1.9396 -0.9058
S2 1.6971 -0.0621 -1.0078
H1 -3.4259 -0.2186 0.0339
H2 3.0501 -0.9769 0.6310
H3 1.3331 -1.0483 1.1647
H4 2.2426 0.4417 1.4251

Mulliken population analysis, charges in e, atoms 1 to 5: -0.06 0.09 -0.67 -0.38 -0.41

***

Record 4
The following is a DFT calculation (ωB97M-V/def2-TZVPD) of a structure of composition C23H35AsF3O6S2Si2Y.

The relative energy (zero: lowest compared OMol25 entry of this formula, charge and spin) is 34.2 kJ/mol. The value obtained for the calculated total energy is -144170.7676 eV. As for the LUMO energy: 0.5 eV. Its multiplicity is 1. The calculation puts the HOMO energy at -7.5 eV. Its molar mass is 748.65 g/mol. As for the charge: 0.

Atoms and positions in Å:
Y1 -0.4762 1.2869 -0.3604
O1 -1.0766 -0.4980 -2.0245
C1 -1.9224 -1.4309 -1.2876
C2 -1.2276 -1.6835 0.0909
O2 -1.4143 -2.6827 0.7439
O3 -0.4856 -0.6806 0.4344
C3 -2.1064 -2.7023 -2.0840
C4 -1.1433 -3.7050 -2.0184
C5 -1.2424 -4.8226 -2.8293
C6 -2.3068 -4.9542 -3.7086
C7 -3.2701 -3.9612 -3.7776
C8 -3.1678 -2.8383 -2.9712
C9 -3.2043 -0.6552 -1.0211
C10 -4.0501 -1.0435 0.0171
C11 -5.2214 -0.3470 0.2533
C12 -5.5694 0.7353 -0.5451
C13 -4.7420 1.1138 -1.5857
C14 -3.5612 0.4231 -1.8264
H1 -0.3065 -0.9828 -2.3652
H2 -0.3230 -3.6288 -1.3171
H3 -0.4923 -5.5989 -2.7664
H4 -2.3859 -5.8334 -4.3341
H5 -4.1040 -4.0589 -4.4597
H6 -3.9239 -2.0662 -3.0275
H7 -3.7792 -1.8861 0.6401
H8 -5.8681 -0.6467 1.0671
H9 -6.4858 1.2763 -0.3511
H10 -5.0098 1.9484 -2.2207
H11 -2.9368 0.7042 -2.6656
C15 0.9795 3.0678 3.2911
S1 0.7714 1.5696 2.3320
C16 1.2640 0.2752 3.4711
H12 0.3155 3.0721 4.1537
H13 0.7278 3.9042 2.6432
H14 2.0129 3.1717 3.6192
H15 2.3031 0.3948 3.7735
H16 1.1522 -0.6694 2.9423
H17 0.6207 0.2629 4.3493
F1 -1.9799 5.3788 -1.2215
C17 -2.5197 4.2137 -0.9140
F2 -3.8395 4.3041 -0.9912
F3 -2.1015 3.2987 -1.8288
S2 -1.9556 3.5810 0.7268
O4 -0.5039 3.4776 0.4473
O5 -2.3526 4.4791 1.7461
O6 -2.4759 2.2071 0.7078
C18 0.7948 4.2348 -4.1914
Si1 0.8929 2.3463 -4.1205
C19 -0.8224 1.6839 -4.5801
C20 2.0868 1.7677 -5.4622
As1 1.6000 1.5270 -2.0539
Si2 3.1338 3.1662 -1.4395
C21 2.3686 4.8181 -0.9399
C22 4.0855 2.4908 0.0439
C23 4.3814 3.4672 -2.8224
H18 0.3560 4.5166 -5.1530
H19 1.7710 4.7148 -4.1270
H20 0.1674 4.6441 -3.3999
H21 -0.9657 1.8653 -5.6489
H22 -1.6228 2.2043 -4.0525
H23 -0.9449 0.6153 -4.4076
H24 1.7696 2.1436 -6.4379
H25 2.1202 0.6783 -5.5105
H26 3.1059 2.1110 -5.2799
H27 1.6595 4.7123 -0.1219
H28 1.8578 5.3183 -1.7618
H29 3.1806 5.4712 -0.6052
H30 3.4490 2.3733 0.9210
H31 4.8991 3.1748 0.2988
H32 4.5222 1.5151 -0.1755
H33 3.9589 4.0029 -3.6729
H34 4.7957 2.5302 -3.1972
H35 5.2073 4.0666 -2.4314

Mulliken population analysis, charges in e, atoms 1 to 5: 0.73 0.06 2.37 0.18 -0.65